This record from the Open Molecules 2025 dataset describes a cluster of 5 separate species, C20H40IN2O14P2S in total in a non-equilibrium geometry. The level of theory is ωB97M-V/def2-TZVPD.

Last column: Mulliken charge in e.
Positions of all 80 atoms, in Å:
C: -0.8591 -0.1398 0.0063  0.279
H: 1.5909 0.3132 -8.0724  0.285
H: 1.6031 7.1316 5.4207  0.345
H: -9.0306 2.1500 0.6276  0.275
H: 4.9198 -7.7273 1.0588  0.262
H: 3.1199 1.8014 -6.6558  0.357
H: -0.6351 2.5295 5.0830  0.290
C: 4.4697 -8.7004 1.2571  -0.929
O: 1.8499 -2.3574 -0.2214  -0.195
H: 2.5209 -5.2606 -0.6270  0.166
C: -0.3910 3.5712 4.8879  -0.917
H: 2.5938 1.1486 -2.2160  0.559
H: -9.1231 3.7232 1.4274  0.359
C: 2.4903 -0.6337 -5.6185  -1.067
O: 4.5849 2.0597 -0.6894  -0.524
N: -0.2369 -1.2465 0.1532  -0.019
H: -0.3569 6.9183 6.9328  0.307
C: -1.5858 4.4092 5.2815  0.747
H: -6.9003 1.8800 -0.5520  0.326
C: 1.4971 1.3989 -8.0529  -0.983
H: 3.2575 -0.4553 -2.1328  0.489
P: -2.6967 0.1852 0.1850  -0.046
H: 3.0114 -8.6764 -0.3621  0.374
O: 2.1852 -7.8411 1.3599  -0.362
H: 0.5200 3.7913 5.4379  0.341
H: 3.8440 -5.4710 0.5397  0.218
H: 3.0301 -1.1473 -4.8258  0.268
H: 5.0953 -9.4667 0.8005  0.348
H: 4.4718 -8.8427 2.3371  0.302
S: 0.2468 1.1342 -0.4576  -0.113
C: 3.0556 -8.7851 0.7224  -0.412
H: 4.4182 -1.1214 0.2471  0.355
H: -7.7532 0.3261 -0.6217  0.297
H: -9.3392 2.2277 2.3531  0.306
H: 0.4374 1.6331 -8.1458  0.311
C: 1.5747 0.3888 -4.9915  0.767
H: 2.6332 -9.7597 0.9550  0.306
H: 5.0428 1.7620 -1.4975  0.339
O: -2.9932 1.0318 -1.1596  -0.386
C: -7.2994 2.6548 1.8327  -0.356
C: -0.1288 6.1319 6.2168  -0.421
C: 2.0687 -6.5648 0.9778  0.741
O: -5.9629 -0.5704 1.3699  -0.540
C: 0.6656 6.7067 5.0628  -0.916
N: 2.1205 -2.9558 1.1219  0.171
C: 2.0525 1.9888 -6.7750  -0.404
H: -0.2077 3.7018 3.8218  0.227
H: -6.7075 3.1384 1.0538  0.313
H: 3.2303 -0.2145 -6.2939  0.385
H: -2.3228 1.7216 -1.3163  0.345
C: 3.0545 -5.9814 -0.0104  -0.812
O: 2.9707 1.1377 1.0177  -0.618
H: -0.7237 -2.1084 0.3859  0.364
H: 3.5001 -6.7068 -0.6853  0.374
H: 1.9241 3.0684 -6.7815  0.305
H: -6.0232 0.4303 -0.9878  0.263
C: -6.8181 0.8144 -0.3529  -0.897
H: 0.0926 7.4885 4.5652  0.302
O: -1.4032 5.6341 5.7930  -0.358
O: -2.7069 4.0227 5.0848  -0.558
H: 2.0235 1.8036 -8.9162  0.367
H: 1.8840 -1.3599 -6.1576  0.296
O: 3.2152 -2.7903 1.4086  -0.147
C: -6.4861 0.4727 1.0831  0.650
C: 1.2408 -1.1400 -0.0382  -0.894
I: -2.6367 1.8394 1.9539  0.195
H: 0.8965 5.9484 4.3143  0.249
O: 1.2152 -5.8815 1.4782  -0.563
H: 1.5617 -0.6536 0.8863  0.824
O: 4.8527 -0.2679 0.0722  -0.497
C: 1.3362 -0.1547 -1.1657  -0.223
H: 0.8672 -0.6291 -2.0133  1.089
H: -7.0937 3.1892 2.7577  0.341
O: 0.9990 0.1669 -3.9500  -0.553
H: 0.4218 5.3640 6.7612  0.374
O: 1.3278 1.5355 -5.6166  -0.360
P: 3.7427 0.8333 -0.1662  0.886
C: -8.7843 2.6936 1.5397  -0.985
C: 2.7119 0.2907 -1.5703  -1.245
O: -6.8341 1.3197 2.0638  -0.340

## Properties
Net charge ... +1
ΔE to the lowest compared entry with this formula, charge and spin ... 18.9 kcal/mol